This record from OMol25 describes a molecular structure, C26H58ClFIN5NbO10S3 at a distorted geometry. The level of theory is ωB97M-V/def2-TZVPD.

Summary:
DFT total energy: -113208.14008 eV
Largest force on an atom: 0.16861 Eh/bohr
Total charge: -1

Last column: Löwdin charge in e.
Positions of all 106 atoms, in Å:
H (-2.025, 1.479, 1.337)  0.054
C (4.836, 1.288, -6.913)  -0.211
H (-2.159, -3.891, 4.468)  0.118
H (5.385, 3.154, 0.915)  0.114
C (-5.496, -2.840, 4.086)  -0.101
H (3.837, 1.275, 1.587)  0.119
H (3.116, -3.253, 2.237)  0.061
C (-5.208, -6.748, 2.692)  -0.202
C (4.271, 3.399, 0.591)  -0.229
H (-0.758, -0.904, -2.371)  0.059
H (-4.040, -7.132, 4.474)  0.119
C (-2.936, -4.573, 4.836)  -0.190
H (1.686, -1.105, 2.886)  0.044
H (-6.092, -1.927, 3.994)  0.087
C (-1.462, -0.794, 1.811)  -0.366
S (2.014, -1.391, -1.451)  0.633
H (-4.758, -4.344, 6.070)  0.106
S (-3.286, 3.602, 2.845)  0.858
H (8.168, -0.405, -6.118)  0.085
O (4.441, 6.209, 0.274)  -0.406
H (7.087, 0.073, -4.773)  0.072
O (2.398, 5.386, 1.546)  -0.366
O (7.214, 1.437, -6.338)  -0.202
C (-3.877, 4.851, 1.570)  -0.450
C (6.283, 0.920, -7.298)  -0.205
H (2.933, 0.412, -4.275)  0.083
O (-4.437, -2.584, 4.997)  -0.192
C (0.875, 1.164, 0.715)  -0.366
C (3.151, 2.519, -4.629)  -0.203
C (-5.506, -5.149, 0.945)  -0.107
H (-3.843, 1.025, 0.232)  0.026
H (-3.087, -0.776, -2.344)  0.111
N (-5.004, 4.790, 0.544)  -0.069
H (-2.982, -1.236, -0.530)  0.081
C (3.262, 2.213, 1.184)  -0.195
H (-1.170, 1.137, 3.039)  0.112
H (2.336, 0.926, -5.846)  0.121
H (-5.892, -7.563, 2.965)  0.116
C (-4.295, 2.018, 2.791)  -0.478
O (1.838, -2.842, -2.044)  -0.497
H (5.858, 1.951, -3.753)  0.068
H (-0.060, 1.876, 0.498)  0.066
C (-3.407, 0.635, 2.952)  -0.252
H (-3.392, -3.364, 6.539)  0.118
H (4.271, 3.463, -0.577)  0.117
H (4.170, 1.062, -7.752)  0.118
H (-2.420, -1.454, 1.546)  0.042
H (-3.809, -4.608, 3.006)  0.065
C (-1.916, 0.723, 2.218)  -0.319
O (-3.157, 6.160, 1.441)  -0.127
H (-3.541, 7.899, -0.110)  0.131
C (1.509, -1.858, 1.993)  -0.493
N (-3.446, -5.291, 3.662)  -0.049
O (-6.026, -5.704, 2.146)  -0.202
C (5.353, 2.918, -3.771)  -0.100
H (4.811, 2.367, -6.737)  0.094
H (2.128, 2.743, -4.305)  0.123
H (2.663, 1.291, -0.886)  0.074
C (-4.491, -6.271, 3.971)  -0.208
H (5.794, 3.521, -2.972)  0.083
C (-3.842, 6.850, 0.323)  -0.054
H (5.522, 3.432, -4.720)  0.087
H (3.499, -1.818, 1.504)  0.048
H (-6.291, -4.540, 0.486)  0.090
Cl (-0.593, -3.260, -0.201)  -0.054
H (6.521, 1.409, -8.252)  0.115
H (-1.077, -1.284, 2.832)  0.065
H (1.035, 1.260, 1.895)  0.067
I (-2.949, 2.852, -1.707)  0.714
H (3.374, 3.243, -5.420)  0.104
C (7.796, 0.433, -5.518)  -0.116
H (8.645, 0.879, -4.989)  0.088
H (-5.010, 2.065, 3.746)  0.086
C (3.156, 1.061, -5.131)  -0.186
S (3.894, 5.113, 1.268)  0.796
H (5.120, 0.570, -5.025)  0.064
O (1.780, -0.438, -2.687)  -0.482
H (-4.653, -4.502, 1.148)  0.071
H (-5.034, 1.977, 1.858)  0.098
H (2.623, 2.744, 2.027)  0.108
H (-4.653, 0.708, -1.427)  0.065
H (6.394, -0.159, -7.448)  0.117
C (2.145, 1.825, -0.002)  -0.265
H (-4.048, -0.228, 2.435)  0.110
F (3.622, -1.081, -0.942)  -0.360
C (-1.081, -0.192, -1.466)  -0.422
H (0.803, -2.705, 2.454)  0.044
N (4.392, 0.545, -5.731)  -0.050
O (3.972, 2.751, -3.483)  -0.192
H (-6.154, -3.644, 4.426)  0.087
H (-5.222, -5.933, 0.235)  0.089
H (1.817, 2.894, -0.421)  0.129
C (-3.583, 0.918, -0.928)  -0.659
H (-0.664, 0.860, -1.740)  0.011
H (-5.251, -5.847, 4.631)  0.093
Nb (0.234, -0.937, 0.287)  1.514
H (-5.094, -3.056, 3.095)  0.066
C (-3.936, -3.743, 5.665)  -0.217
O (4.748, 5.429, 2.751)  -0.239
N (-4.998, 5.975, -0.190)  -0.045
H (5.487, 4.729, 2.781)  0.094
C (-2.668, -0.376, -1.299)  -0.378
H (-4.499, -7.148, 1.960)  0.120
N (2.747, -2.570, 1.513)  -0.152
H (-2.434, -5.291, 5.495)  0.114
H (-3.299, 0.347, 4.103)  0.123



This record from OMol25 describes 12 unconnected molecules or ions with the total composition C60H145N11O22 at a distorted geometry. The level of theory is ωB97M-V/def2-TZVPD.

Summary:
Expectation value of S²: 0.786
DFT total energy: -125986.18834 eV
Largest force on an atom: 0.10949 Eh/bohr
Multiplicity: 2
Total charge: +1

Last column: Löwdin charge in e.
Positions of all 238 atoms, in Å:
H (-18.397, 9.568, 19.611)  0.119
H (-19.580, 8.774, 26.261)  0.087
N (-23.777, 2.582, 17.434)  -0.073
H (-16.017, 7.586, 18.093)  0.102
H (-11.737, 4.053, 23.564)  0.120
H (-17.799, 11.587, 18.171)  0.077
H (-12.610, 6.319, 16.835)  0.087
H (-22.016, 6.800, 29.028)  0.063
O (-21.062, -0.346, 23.038)  -0.192
H (-12.919, 4.530, 16.699)  0.086
H (-23.546, 7.384, 16.471)  0.126
H (-28.814, 3.325, 14.863)  0.088
H (-22.044, 11.227, 23.685)  0.119
H (-23.782, -0.308, 22.901)  0.119
H (-24.112, 7.902, 23.399)  0.110
C (-22.408, 5.324, 15.307)  -0.145
H (-19.018, 4.291, 26.959)  0.050
H (-16.589, 4.826, 26.323)  0.096
O (-18.361, -0.214, 28.962)  -0.199
H (-21.742, 3.288, 15.024)  0.111
O (-19.357, 11.769, 24.053)  -0.176
C (-15.003, 5.056, 18.100)  -0.198
H (-17.281, 4.908, 28.487)  0.122
C (-21.256, 4.262, 15.091)  -0.166
C (-19.242, -0.560, 30.004)  -0.114
C (-14.413, 3.637, 21.259)  -0.192
O (-15.346, 7.794, 23.530)  -0.168
C (-20.131, 0.704, 18.843)  -0.074
H (-19.311, 9.763, 23.434)  0.101
C (-23.330, -0.938, 22.134)  -0.204
H (-14.116, 2.864, 25.853)  0.049
H (-25.770, 1.864, 17.833)  0.130
C (-19.724, 6.148, 23.419)  0.141
H (-16.982, 5.493, 17.785)  0.104
H (-18.717, 2.096, 26.829)  0.055
O (-20.193, 4.317, 16.065)  -0.208
C (-13.278, 5.535, 16.478)  -0.091
C (-16.049, 7.669, 22.325)  -0.134
H (-19.245, -0.204, 21.936)  0.077
H (-18.258, 11.222, 25.722)  0.080
H (-17.401, 11.370, 24.105)  0.093
H (-18.413, 9.172, 27.425)  0.124
H (-25.325, 3.775, 15.616)  0.102
H (-16.605, -1.326, 26.166)  0.104
C (-22.469, 8.756, 24.280)  -0.231
H (-23.447, 4.503, 16.955)  0.057
C (-17.417, 3.924, 28.038)  -0.140
H (-14.173, 5.007, 18.806)  0.104
H (-22.496, -5.313, 25.708)  0.086
C (-23.257, 6.433, 26.251)  -0.122
H (-20.470, 5.414, 18.965)  0.057
H (-13.495, 4.074, 20.868)  0.109
H (-14.707, -0.312, 25.844)  0.124
H (-15.215, 4.024, 17.818)  0.118
C (-10.881, 2.093, 23.542)  -0.242
H (-21.678, 2.475, 20.107)  0.108
H (-18.775, -0.505, 30.987)  0.087
C (-14.086, 3.798, 26.415)  -0.095
H (-19.739, -0.289, 18.619)  0.095
C (-21.893, 2.275, 19.057)  -0.198
H (-21.634, 8.366, 24.863)  0.080
H (-11.767, 3.271, 21.965)  0.112
C (-18.173, 11.751, 24.773)  -0.105
H (-24.509, 8.247, 20.446)  0.098
H (-25.073, -2.812, 22.413)  0.122
C (-25.226, 2.709, 17.410)  -0.205
H (-14.314, 4.589, 23.206)  0.108
O (-21.971, 4.124, 29.543)  -0.183
H (-21.340, 2.975, 18.430)  0.102
H (-16.977, -3.248, 23.016)  0.094
H (-21.141, 6.849, 18.998)  0.100
O (-20.403, 6.963, 21.429)  0.035
C (-18.868, 8.308, 26.941)  -0.187
N (-22.999, 5.364, 16.677)  -0.077
H (-23.536, -4.666, 23.454)  0.122
N (-16.276, 7.073, 18.924)  -0.022
O (-17.347, 9.552, 17.726)  -0.211
O (-21.552, 0.964, 18.604)  -0.174
H (-18.369, 2.809, 21.525)  0.108
O (-14.605, 5.838, 16.935)  -0.200
H (-22.973, 9.515, 24.878)  0.140
H (-24.881, -2.004, 23.875)  0.115
H (-21.411, -0.611, 20.952)  0.106
N (-16.677, -0.365, 26.467)  -0.082
H (-23.662, 3.540, 19.240)  0.111
H (-15.233, -0.870, 27.898)  0.123
C (-16.637, -2.226, 22.848)  -0.071
C (-24.146, -3.974, 24.034)  -0.221
H (-23.781, 6.349, 27.203)  0.079
H (-25.259, 7.319, 18.391)  0.134
H (-19.415, 4.876, 29.296)  0.105
H (-13.386, 5.626, 15.397)  0.085
H (-9.884, -0.677, 22.077)  0.088
H (-23.174, 5.134, 14.555)  0.110
C (-27.739, 3.229, 14.711)  -0.103
H (-27.643, 2.520, 13.888)  0.079
C (-17.175, -1.021, 28.823)  -0.188
H (-19.467, 1.422, 18.362)  0.070
H (-15.495, 7.154, 25.540)  0.117
O (-23.342, 7.384, 18.944)  -0.220
H (-15.403, 7.975, 21.502)  0.090
H (-16.629, 3.050, 26.196)  0.081
C (-21.924, -0.311, 21.866)  -0.179
H (-23.984, 1.858, 19.324)  0.119
C (-21.483, 7.638, 29.478)  -0.083
H (-15.162, 4.369, 20.957)  0.094
C (-17.253, 8.250, 25.175)  -0.177
H (-22.465, -2.124, 23.544)  0.106
C (-11.908, 3.116, 23.034)  -0.187
C (-23.312, 3.759, 29.379)  -0.106
H (-19.583, -1.591, 29.907)  0.086
H (-21.115, 11.031, 22.174)  0.114
C (-23.378, 7.539, 24.118)  -0.159
N (-17.853, 7.482, 26.264)  -0.036
H (-10.149, -0.516, 23.832)  0.086
H (-21.635, 5.706, 17.865)  0.055
H (-22.287, 6.891, 26.442)  0.069
C (-19.679, 7.525, 27.960)  -0.229
H (-16.425, 6.656, 22.181)  0.077
H (-16.748, 4.995, 19.428)  0.094
C (-23.953, 6.462, 16.888)  -0.189
H (-25.091, -4.488, 24.211)  0.120
H (-13.130, 3.671, 26.923)  0.100
H (-22.211, 8.326, 29.907)  0.094
H (-16.835, 9.187, 25.543)  0.121
H (-20.835, 7.280, 30.278)  0.091
H (-16.616, 2.436, 20.089)  0.077
H (-20.059, 6.637, 27.455)  0.091
C (-19.842, 5.972, 22.076)  -0.245
O (-20.724, 8.328, 28.486)  -0.179
O (-16.118, -1.724, 24.092)  -0.195
H (-18.312, 6.629, 25.978)  0.040
H (-25.584, 3.595, 17.934)  0.123
O (-15.106, 3.853, 27.391)  -0.170
O (-19.179, 5.124, 25.469)  0.041
H (-18.779, 3.217, 14.951)  0.096
H (-13.270, 1.866, 22.586)  0.083
H (-17.514, -1.659, 22.537)  0.061
H (-17.250, 11.217, 16.536)  0.091
N (-22.067, 9.285, 23.000)  -0.051
H (-22.071, 0.745, 21.639)  0.095
C (-25.662, 2.800, 15.969)  -0.184
H (-15.286, -0.038, 23.348)  0.124
C (-15.999, -0.294, 24.132)  -0.195
H (-22.922, 6.683, 23.622)  0.108
H (-21.270, 4.574, 27.697)  0.101
H (-27.312, 4.153, 14.322)  0.078
H (-19.420, 3.239, 29.707)  0.131
C (-19.057, 5.105, 24.253)  -0.212
O (-19.381, 4.490, 20.108)  -0.058
C (-9.924, 0.023, 22.912)  -0.101
H (-15.534, 1.236, 25.617)  0.096
C (-15.811, 1.861, 20.547)  -0.119
H (-19.150, 0.187, 23.653)  0.063
H (-22.782, -4.252, 27.101)  0.083
O (-17.698, 2.985, 24.055)  -0.034
H (-8.905, 0.397, 23.008)  0.085
C (-17.584, 7.605, 19.264)  -0.229
H (-24.797, 6.312, 16.214)  0.115
H (-20.171, 10.183, 24.858)  0.091
C (-18.383, 3.867, 23.492)  -0.230
H (-23.407, 2.674, 29.340)  0.085
C (-19.785, 0.246, 22.770)  -0.096
H (-11.084, 1.767, 24.562)  0.124
H (-25.329, 1.959, 15.360)  0.131
C (-15.643, 0.154, 25.538)  -0.172
H (-15.709, 0.807, 20.291)  0.095
H (-23.786, 6.733, 20.802)  0.087
C (-16.181, -0.332, 27.863)  -0.163
H (-23.425, 1.695, 17.102)  0.129
H (-18.386, 7.121, 18.706)  0.095
H (-20.848, 4.384, 14.088)  0.118
H (-15.931, -2.177, 22.019)  0.088
C (-19.636, 3.898, 28.867)  -0.203
O (-14.508, 2.383, 20.524)  -0.173
H (-19.908, 0.743, 19.909)  0.048
H (-16.634, -1.166, 29.758)  0.122
H (-23.790, 4.148, 28.479)  0.078
O (-24.114, 7.198, 25.394)  -0.170
H (-17.350, -2.030, 28.450)  0.123
H (-18.432, 3.630, 16.687)  0.083
C (-23.387, 2.590, 18.781)  -0.236
H (-15.368, 3.280, 23.158)  0.078
H (-16.863, 8.394, 22.304)  0.074
C (-16.317, 5.612, 18.640)  -0.182
C (-16.119, 7.264, 24.653)  -0.167
N (-18.743, 1.457, 26.047)  0.298
H (-20.156, 6.460, 17.715)  0.121
H (-21.256, 2.863, 27.994)  0.122
C (-24.354, -2.703, 23.226)  -0.221
C (-18.644, 3.724, 22.029)  0.035
O (-27.127, 2.803, 15.937)  -0.198
H (-21.510, 8.681, 22.414)  0.058
H (-18.445, 2.009, 25.255)  0.044
H (-18.057, 12.819, 24.957)  0.100
H (-17.108, 3.143, 28.732)  0.118
O (-10.868, 1.041, 22.633)  -0.187
H (-18.066, 0.730, 26.225)  0.053
H (-16.061, 0.711, 28.156)  0.120
C (-24.386, 6.671, 18.311)  -0.195
N (-18.846, 3.625, 27.699)  -0.077
H (-23.850, -1.018, 21.179)  0.130
C (-21.098, 3.829, 28.474)  -0.221
H (-19.088, 7.162, 28.801)  0.119
H (-16.096, 1.749, 21.593)  0.059
H (-9.938, 2.637, 23.496)  0.121
H (-16.973, 0.150, 23.928)  0.088
C (-23.209, -4.631, 26.172)  -0.099
C (-19.188, 3.354, 15.952)  -0.109
H (-23.792, 4.040, 30.316)  0.098
H (-17.829, 7.479, 20.319)  0.086
C (-17.130, 10.955, 17.587)  -0.117
H (-22.062, 6.323, 15.044)  0.114
H (-23.222, 5.381, 25.968)  0.080
H (-19.659, 1.059, 25.897)  0.138
C (-23.597, 7.672, 20.282)  -0.111
C (-14.377, 3.574, 22.814)  -0.164
H (-19.959, 7.052, 23.962)  0.125
H (-16.192, 11.240, 18.066)  0.082
C (-17.528, 9.102, 19.147)  -0.163
H (-20.063, 1.263, 22.495)  0.075
C (-19.957, 10.537, 23.849)  -0.242
C (-19.307, 4.687, 21.385)  -0.334
H (-20.133, 0.062, 30.084)  0.084
C (-21.356, 10.583, 23.138)  -0.150
O (-23.561, -3.592, 25.268)  -0.200
N (-23.082, -2.189, 22.747)  -0.067
H (-16.612, 9.518, 19.568)  0.118
N (-20.857, 6.121, 18.358)  0.309
H (-24.546, 5.729, 18.837)  0.110
H (-16.470, 6.241, 24.523)  0.088
H (-17.907, 8.443, 24.325)  0.073
H (-14.212, 4.528, 25.615)  0.077
H (-19.490, 2.364, 16.295)  0.071
N (-13.292, 2.623, 23.254)  -0.037
H (-22.710, 8.168, 20.675)  0.069
C (-16.418, 3.891, 26.856)  -0.213
H (-24.100, -5.165, 26.501)  0.084



- What is the formula in the first record?
  C26H58ClFIN5NbO10S3



- DFT total energy of number 1 (C26H58ClFIN5NbO10S3)?
  -113208.14008 eV



- Which of these has the lowest largest force on an atom?
  C60H145N11O22



- Which of these has the highest DFT total energy?
  C26H58ClFIN5NbO10S3